Density functional theory data (wB97M-V/def2-TZVPD) for C34H42N3PY as an isolated structure.

Cartesian coordinates (Å):
Y 0.707 0.704 -0.092
C -1.838 0.571 -4.874
C -1.014 1.056 -3.688
C -1.883 1.765 -2.645
P -0.058 -0.247 -2.794
C 1.038 -1.087 -4.009
C 1.865 -2.131 -3.255
C 1.930 -0.099 -4.757
C -1.262 -1.538 -2.335
C -1.912 -2.364 -3.252
C -2.811 -3.338 -2.849
C -3.531 -4.216 -3.840
C -3.039 -3.471 -1.477
C -2.390 -2.682 -0.548
C -1.475 -1.705 -0.958
N -0.766 -0.895 -0.080
C -0.911 -1.006 1.324
C -0.257 -2.028 2.037
C 0.580 -3.047 1.312
C -0.412 -2.082 3.415
C -1.161 -1.135 4.112
C -1.316 -1.216 5.607
C -1.763 -0.107 3.394
C -1.658 -0.035 2.011
C -2.358 1.060 1.239
H -2.269 1.425 -5.400
H -2.660 -0.066 -4.544
H -1.232 0.014 -5.591
H -0.255 1.761 -4.042
H -2.563 1.059 -2.163
H -2.481 2.556 -3.100
H -1.270 2.245 -1.870
H 0.386 -1.598 -4.722
H 2.558 -1.639 -2.567
H 2.455 -2.724 -3.955
H 1.230 -2.813 -2.686
H 2.576 0.439 -4.062
H 1.351 0.626 -5.331
H 2.574 -0.636 -5.454
H -1.710 -2.248 -4.311
H -3.111 -4.113 -4.840
H -4.590 -3.958 -3.894
H -3.464 -5.265 -3.551
H -3.740 -4.225 -1.135
H -2.573 -2.822 0.512
H -0.001 -3.550 0.539
H 0.961 -3.795 2.004
H 1.438 -2.580 0.822
H 0.077 -2.876 3.970
H -0.553 -1.854 6.049
H -2.292 -1.632 5.866
H -1.248 -0.227 6.063
H -2.330 0.648 3.928
H -2.886 1.736 1.909
H -3.064 0.647 0.517
H -1.665 1.688 0.653
C 1.853 0.794 3.218
N 2.079 1.014 1.781
C 3.198 1.604 1.460
C 3.510 1.987 0.144
C 4.654 2.632 -0.333
C 4.452 2.850 -1.694
C 3.191 2.331 -1.993
N 2.606 1.800 -0.903
C 1.374 2.043 3.924
C 2.042 2.522 5.041
C 1.596 3.666 5.697
C 0.480 4.343 5.232
C -0.193 3.872 4.111
C 0.252 2.730 3.467
H 2.774 0.437 3.687
H 1.106 0.008 3.332
H 3.926 1.834 2.238
H 5.517 2.904 0.256
H 5.119 3.330 -2.390
H 2.686 2.338 -2.947
H 2.918 2.000 5.407
H 2.129 4.026 6.567
H 0.135 5.234 5.740
H -1.066 4.397 3.744
H -0.292 2.355 2.606

- LUMO level (eV) = -3.2
- calculated total energy (hartree) = -1864.65668
- Kohn-Sham gap (Eh) = 0.2580
- HOMO (eV) = -10.200
- charge = +1
- maximum force (eV/A) = 0.597



Density functional theory data (wB97M-V/def2-TZVPD) for C21H34GeN7O5SV as an isolated structure.

Cartesian coordinates (Å):
V 0.260 0.126 0.110
C 1.774 -0.147 3.945
C 1.540 0.076 2.484
N 0.340 0.148 1.928
O -0.791 0.115 2.778
C 2.563 0.299 1.542
C 4.035 0.290 1.830
N 2.092 0.581 0.327
O 2.826 0.887 -0.638
H 0.835 -0.379 4.443
H 2.213 0.738 4.404
H 2.458 -0.980 4.089
H -0.791 0.955 3.267
H 4.222 0.322 2.900
H 4.500 1.148 1.345
H 4.497 -0.607 1.413
O 2.904 -1.675 -4.484
S 1.289 -1.272 -5.016
O 0.547 -2.512 -5.091
N 0.728 -0.504 -3.672
C 1.099 -0.805 -2.465
O 0.534 -0.281 -1.460
C 2.196 -1.757 -2.191
C 2.418 -2.269 -0.911
C 3.486 -3.104 -0.655
C 4.368 -3.429 -1.678
C 4.158 -2.946 -2.953
C 3.067 -2.122 -3.228
H 1.732 -2.000 -0.109
H 3.648 -3.491 0.342
H 5.216 -4.066 -1.478
H 4.826 -3.175 -3.769
C -2.658 -1.455 -0.157
N -3.630 -2.539 -0.126
C -3.444 -3.297 1.106
N -2.094 -3.842 1.211
C -1.150 -2.736 1.159
N -1.276 -1.954 -0.082
C -1.074 -2.876 -1.218
N -2.018 -3.979 -1.195
C -3.367 -3.433 -1.251
C -1.859 -4.705 0.057
H -2.843 -0.794 0.697
H -2.782 -0.894 -1.091
H -4.161 -4.122 1.125
H -3.629 -2.642 1.962
H -0.134 -3.142 1.227
H -1.343 -2.080 2.014
H -0.062 -3.289 -1.180
H -1.201 -2.327 -2.157
H -4.088 -4.254 -1.226
H -3.487 -2.880 -2.186
H -0.843 -5.106 0.113
H -2.569 -5.536 0.084
C -1.356 4.995 0.171
Ge -0.011 3.505 0.119
C 1.216 3.714 -1.419
C 0.916 3.575 1.893
C -0.926 1.777 -0.104
H -0.858 5.951 0.295
H -2.046 4.867 1.002
H -1.934 5.034 -0.747
H 1.816 4.616 -1.351
H 0.636 3.755 -2.338
H 1.877 2.852 -1.477
H 1.267 4.583 2.096
H 1.770 2.904 1.917
H 0.231 3.299 2.694
H -1.370 1.742 -1.105
H -1.731 1.659 0.632

- LUMO level (spin up / spin down) (eV) = -0.4 / -0.8
- calculated total energy (hartree) = -4999.04820
- Kohn-Sham gap (spin up / spin down) (Eh) = 0.2700 / 0.2805
- spin multiplicity = 3
- HOMO (spin up / spin down) (eV) = -7.788 / -8.444
- charge = 0
- maximum force (eV/A) = 6.155